13
Properties=species:S:1:pos:R:3:forces:R:3 method="wB97M-V/def2-TZVPD" homo_lumo_gap_ev="3.695 / 6.726" total_charge=+2 multiplicity=8 s_squared=16.12 e_tot_ev=-29144.9621 e_above_lowest_kj_mol=21.0
O 0.502276 1.011053 -0.034633 1.91 0.00 -0.51
C -0.827465 0.760186 0.454518 -1.47 -0.08 0.56
C -1.491532 -0.338450 -0.355681 -0.41 -0.17 -0.24
O -2.752724 -0.563656 0.227285 0.72 0.32 0.08
H 0.486297 1.571189 -0.824551 -0.44 0.08 -0.10
H -1.398779 1.694727 0.408237 0.14 -0.22 0.07
H -0.729229 0.462033 1.504528 -0.03 0.08 -0.14
H -0.862091 -1.244430 -0.324563 0.01 0.04 -0.03
H -1.582898 -0.018471 -1.407103 0.09 -0.07 0.16
H -3.220569 -1.241957 -0.266004 -0.19 -0.10 -0.09
Gd 2.635488 0.166090 0.599041 1.12 -0.37 -0.04
O 4.473507 -0.674326 -0.004071 -1.87 1.42 0.44
H 4.767714 -1.583989 0.023003 0.43 -0.92 -0.16

14
Properties=species:S:1:pos:R:3:forces:R:3 method="wB97M-V/def2-TZVPD" homo_lumo_gap_ev=7.821 total_charge=+1 multiplicity=1 e_tot_ev=-23406.9229 e_above_lowest_kj_mol=228.0
C 0.801817 0.961869 -0.808516 0.10 0.15 -0.08
C -0.112423 0.031383 -0.087577 1.26 -3.39 -0.66
N -1.436477 0.062968 -0.290549 -0.74 0.19 0.15
N 0.360460 -0.247135 1.329749 0.14 -0.49 0.19
O 0.478516 -1.770002 -0.418202 -0.82 3.20 0.94
I -2.613288 -1.442741 0.519181 0.18 0.47 -0.16
I -2.386687 1.845588 -0.814610 0.27 -0.57 0.12
H 1.783179 0.506123 -0.930022 -0.04 -0.07 0.10
H 0.410655 1.195606 -1.795695 -0.04 -0.04 0.03
H 0.917576 1.893782 -0.253322 -0.05 0.10 0.01
H -0.084641 -1.144530 1.606918 0.19 0.45 -0.02
H 1.372337 -0.439412 1.284377 -0.35 0.10 0.08
H 0.149107 0.494628 2.010377 0.02 -0.14 -0.26
H 0.359875 -1.948132 -1.352105 -0.11 0.05 -0.43

14
Properties=species:S:1:pos:R:3:forces:R:3 method="wB97M-V/def2-TZVPD" homo_lumo_gap_ev=9.065 total_charge=+1 multiplicity=1 smiles=C[NH2+]C[Si](I)(I)I e_tot_ev=-35852.8459 e_above_lowest_kj_mol=28.1
C 2.101055 0.022303 -0.105448 2.16 -4.90 1.66
N 0.799158 0.134976 0.435889 -2.72 -0.07 2.89
C -0.311702 0.043657 -0.508639 -1.09 0.52 -4.35
Si -2.172950 -0.089537 0.101331 -0.01 0.74 0.27
I -2.532792 -2.114341 1.443023 0.40 0.50 -0.37
I -2.409962 1.899732 1.613276 0.12 -0.77 -0.64
I -3.708490 -0.091585 -1.827796 0.80 0.08 0.71
H 2.172706 -1.007117 -0.507560 0.26 0.72 -0.32
H 2.224110 0.736797 -0.803678 0.56 2.34 -2.44
H 2.881886 0.060281 0.679571 -0.58 0.33 -0.33
H 0.888178 1.006111 0.983954 -1.39 -0.05 -0.20
H 0.416542 -0.585478 1.112521 1.80 0.51 -0.13
H -0.174728 -0.807417 -1.253151 0.22 0.05 1.64
H -0.173016 0.791614 -1.363288 -0.52 0.01 1.62

13
Properties=species:S:1:pos:R:3:forces:R:3 method="wB97M-V/def2-TZVPD" homo_lumo_gap_ev="6.753 / 7.899" total_charge=+1 multiplicity=3 s_squared=2.01 e_tot_ev=-14745.2170 e_above_lowest_kj_mol=138.0
C 0.399882 -1.914388 -0.110501 0.34 0.04 -0.66
C 1.003256 -1.072446 0.913024 0.53 -2.84 3.16
N 0.362249 -2.920207 -0.721296 0.82 0.06 0.61
N -0.378809 1.173155 0.048527 1.60 1.20 2.75
N -0.959182 2.417038 -0.153539 1.12 2.58 -0.40
I -0.879708 -0.178995 -1.401034 -1.66 -1.60 -3.37
H 0.265799 -0.808749 1.725204 0.77 -0.41 -0.89
H 1.338893 -0.185178 0.498653 0.64 1.55 -0.85
H 1.914950 -1.641779 1.365385 -1.64 0.84 -0.66
H 0.277794 -3.318817 -1.642580 -0.56 0.00 0.12
H -1.873891 2.437884 0.203993 -2.28 -0.29 0.21
H -0.928736 2.821651 -1.101431 -0.41 -0.75 -0.51
H -0.542497 3.190830 0.375594 0.72 -0.38 0.48

14
Properties=species:S:1:pos:R:3:forces:R:3 method="wB97M-V/def2-TZVPD" homo_lumo_gap_ev="7.488 / 7.492" total_charge=+1 multiplicity=1 e_tot_ev=-25582.4114 e_above_lowest_kj_mol=189.2
C -0.171241 -0.209607 1.181944 -1.05 0.02 -1.15
C -0.116594 0.953131 -1.271620 -0.83 2.21 0.54
N -1.413773 -0.037147 1.409628 0.07 0.65 1.35
N -0.199187 -0.431634 -0.998628 0.65 -1.36 3.06
N 0.871908 -1.103686 -1.115931 -1.19 -3.30 -0.44
S 1.211735 -0.210431 2.091814 0.63 -0.63 -0.45
I -2.458968 0.442914 3.211622 0.49 -0.16 -0.37
H -0.352137 1.566592 -0.294117 0.33 -0.98 -2.55
H 0.800706 1.256526 -1.726122 1.13 0.26 0.21
H -0.826573 1.101622 -2.085213 -0.50 0.44 0.32
H -2.014384 0.217386 0.640582 -0.17 -0.50 -0.29
H 0.797102 -2.137712 -0.884750 0.07 1.81 -0.67
H 1.780511 -0.746819 -1.219792 1.41 1.06 -0.32
H 2.090895 -0.661136 1.060584 -1.04 0.48 0.76

19
Properties=species:S:1:pos:R:3:forces:R:3 method="wB97M-V/def2-TZVPD" homo_lumo_gap_ev="8.150 / 8.149" total_charge=+1 multiplicity=1 e_tot_ev=-17073.8752 e_above_lowest_kj_mol=337.4
C -2.372466 0.661813 0.015364 -1.98 -3.28 0.02
C -1.158718 1.296890 0.065670 0.95 2.65 -0.30
N -3.706037 -1.005123 0.109278 -1.81 -1.98 -0.22
N -2.464646 -0.704226 0.065630 2.35 2.25 0.39
N -3.676423 1.057779 -0.036126 2.32 2.05 -0.36
N -4.449108 0.002986 0.000839 -2.09 0.42 -0.05
N -0.310000 2.104989 0.121468 -3.53 -0.82 -0.93
N 0.699647 -0.354578 0.258332 2.09 -1.86 -0.34
N 1.802996 0.320721 0.049076 -0.85 0.63 0.54
N -0.323766 -2.330348 0.126832 -0.64 -0.03 0.33
N 0.681122 2.767506 0.169918 3.06 0.14 1.37
N 0.818163 -1.586306 0.049059 -4.57 0.66 0.52
H -4.001405 1.996526 -0.294214 -0.17 -0.73 0.46
H 2.726232 0.053320 -0.202217 0.58 -1.31 -0.36
H -1.316375 -1.934046 0.078087 1.65 1.14 0.04
H -0.336550 -3.301830 -0.024346 1.26 -1.15 -0.27
H 1.742681 1.178392 0.521096 0.18 1.69 0.27
H 0.758912 3.688326 -0.186983 -0.73 0.93 -0.54
H 1.693084 -1.987888 -0.073152 1.94 -1.41 -0.57

11
Properties=species:S:1:pos:R:3:forces:R:3 method="wB97M-V/def2-TZVPD" homo_lumo_gap_ev=6.727 total_charge=+1 multiplicity=1 smiles="C=[NH+]CN" e_tot_ev=-5155.5476 e_above_lowest_kj_mol=571.0
C 0.090770 -0.539741 -1.252940 3.87 5.65 -3.37
N 0.226797 0.686266 -0.608776 -2.07 -4.18 0.72
C -0.423876 0.500018 0.665643 -1.39 0.72 2.65
N -0.005040 -0.732687 1.473777 -0.43 1.75 -2.18
H 0.964033 -0.709274 -1.906546 0.14 -0.24 0.47
H -0.683026 -0.541264 -2.016916 -2.41 -1.86 1.60
H 0.729474 1.555403 -0.781616 1.48 -0.88 -0.09
H -1.515519 0.298272 0.615033 0.32 0.28 -0.74
H -0.300907 1.403097 1.244609 -0.04 0.24 0.20
H 0.894913 -0.603478 1.938771 -0.02 -0.21 -0.41
H 0.022381 -1.316612 0.628960 0.55 -1.27 1.16

12
Properties=species:S:1:pos:R:3:forces:R:3 method="wB97M-V/def2-TZVPD" homo_lumo_gap_ev="5.988 / 5.816" total_charge=-1 multiplicity=1 e_tot_ev=-7211.0723 e_above_lowest_kj_mol=415.6
C -1.686152 0.131986 0.378192 -0.16 0.13 -0.14
C -0.534617 0.700425 -0.386920 1.06 0.56 0.52
N 1.485005 -1.144338 -0.120883 -0.04 -0.48 -0.26
N 1.452612 0.216152 0.420384 -1.24 0.15 -0.46
O 2.298907 0.965250 -0.163059 -0.17 -0.38 -0.05
H -1.456076 0.065220 1.445713 0.04 -0.05 0.14
H -2.596919 0.756909 0.289149 0.05 -0.25 0.09
H -1.935437 -0.866893 0.019901 -0.06 -0.15 0.08
H -0.481100 0.424619 -1.431902 0.21 -0.23 -0.21
H -0.417505 1.773126 -0.253355 0.10 0.12 0.01
H 2.211012 -1.225321 -0.836531 0.01 0.30 0.29
H 1.660271 -1.797134 0.639308 0.21 0.28 -0.01

12
Properties=species:S:1:pos:R:3:forces:R:3 method="wB97M-V/def2-TZVPD" homo_lumo_gap_ev=10.117 total_charge=+1 multiplicity=1 e_tot_ev=-7208.6104 e_above_lowest_kj_mol=51.6
C -2.024093 -1.269069 -0.834961 0.79 0.06 0.06
N -0.796908 -1.331613 -1.153155 0.18 0.54 -0.50
H -2.751645 -1.888835 -1.339138 -0.19 0.00 0.15
H -2.227709 -0.558529 -0.042465 -0.52 -0.08 -0.03
H -0.146268 -0.603558 -0.741826 -0.17 -0.23 0.23
H -0.455685 -1.881936 -1.933082 -0.16 -0.29 0.06
C 0.968841 1.479761 0.599270 -0.05 -0.09 -0.08
N 1.849418 1.007191 1.473857 0.03 0.42 -0.14
O 0.182034 0.800437 -0.057276 -0.13 -0.16 0.05
H 0.965118 2.567356 0.494285 0.11 0.08 -0.03
H 1.897526 0.029734 1.706160 0.11 -0.06 -0.06
H 2.539371 1.649059 1.828331 0.00 -0.18 0.29

12
Properties=species:S:1:pos:R:3:forces:R:3 method="wB97M-V/def2-TZVPD" homo_lumo_gap_ev=11.253 total_charge=+1 multiplicity=1 smiles="NCOC=[NH2+]" e_tot_ev=-7207.0088 e_above_lowest_kj_mol=206.1
N -1.044556 0.894672 -0.058929 4.80 0.28 6.12
C -1.067487 -0.403836 0.561089 -1.56 -2.26 -1.16
O 0.225949 -1.157975 0.531703 0.30 1.54 0.92
C 1.335106 -0.694950 0.058183 -2.01 -1.22 -2.01
N 1.407799 0.233204 -0.821409 -1.33 3.31 0.35
H -1.756625 1.181005 -0.577438 -4.01 0.91 -2.81
H -0.810884 1.682158 0.668327 -0.89 -1.97 -1.71
H -1.746355 -1.170428 0.055928 0.82 1.46 -0.08
H -1.363149 -0.621884 1.591275 0.25 1.34 0.21
H 2.077800 -1.388209 0.156937 2.36 -1.55 0.60
H 2.107393 0.489184 -1.506715 0.70 -0.53 0.73
H 0.635009 0.957061 -0.658951 0.58 -1.31 -1.16

12
Properties=species:S:1:pos:R:3:forces:R:3 method="wB97M-V/def2-TZVPD" homo_lumo_gap_ev=11.076 total_charge=+1 multiplicity=1 smiles="N[C@@H]([NH3+])C=O" e_tot_ev=-7207.0635 e_above_lowest_kj_mol=200.8
N 1.232010 -0.951704 0.186087 0.43 -0.23 -0.33
C 0.340061 0.021146 -0.265668 -1.05 -3.55 -1.41
N -1.173112 -0.399958 -0.219681 -0.45 -4.20 -1.98
C 0.150193 1.256685 0.387889 3.77 3.56 2.00
O -0.850115 1.841714 0.603306 -2.45 0.45 0.34
H 1.515525 -0.842843 1.154250 0.29 -0.52 -0.43
H 1.809278 -1.552230 -0.476715 -1.19 1.55 1.46
H 0.581178 0.348309 -1.261451 -0.17 -0.22 -0.95
H -1.391862 -1.423831 -0.028020 0.91 1.51 0.59
H -1.688905 -0.322877 -1.084047 0.09 0.61 -0.85
H -1.598671 0.270288 0.376701 -1.15 0.71 1.34
H 1.074420 1.755296 0.627348 0.98 0.35 0.23

12
Properties=species:S:1:pos:R:3:forces:R:3 method="wB97M-V/def2-TZVPD" homo_lumo_gap_ev=10.820 total_charge=+1 multiplicity=1 smiles="N[C@@H]([NH3+])C=O" e_tot_ev=-7207.1307 e_above_lowest_kj_mol=194.3
N -0.489475 -0.698338 0.859029 -0.16 0.76 0.14
C 0.633665 -0.144470 0.218450 -0.52 2.02 -0.11
N 0.067129 0.247932 -1.217427 1.01 -0.85 -0.88
C 1.063767 1.365075 0.928126 0.35 -4.44 -1.14
O 0.517766 2.290014 0.479480 -0.56 2.04 -0.25
H -1.038896 -0.236453 1.568226 0.35 1.05 -0.18
H -0.399879 -1.593442 1.203082 0.52 -2.55 0.36
H 1.455368 -0.836786 -0.039167 -0.41 0.28 0.79
H -0.997248 0.199719 -1.159120 1.75 -0.53 -0.55
H 0.605124 -0.327010 -1.981549 -2.09 1.01 1.57
H 0.306300 1.209457 -1.421256 -0.02 0.70 0.02
H 1.822453 1.247781 1.715857 -0.22 0.50 0.21